[1]
DFT (ωB97M-V/def2-TZVPD) results for a molecular structure, C15H31BrCdP2 in a non-equilibrium geometry.

As for the HOMO energy: -7.63 eV. For the strongest force on any atom, the calculation gives 2.07 eV/Å. Its energy is -4014.4789 hartree. The orbital gap comes out at 8.19 eV. As for the total charge: 0.

XYZ file:
```
50
C15H31BrCdP2 (ωB97M-V/def2-TZVPD)
P 0.50481 -2.11902 1.87077
P 0.00847 2.01435 2.34880
C 0.17236 -0.55907 0.85911
C 0.82326 0.79167 1.18769
H -0.92442 -0.45528 0.65195
H 0.54980 -0.87451 -0.11466
H 1.84405 0.62085 1.57507
H 0.89653 1.35938 0.24854
C -1.26722 2.81765 1.31740
H -1.58884 3.74897 1.81991
H -2.16219 2.18630 1.19879
H -0.84174 3.06775 0.31824
C 1.30887 3.30222 2.18238
H 1.19432 3.84402 1.23441
H 2.29602 2.83235 2.22303
H 1.20489 4.00089 3.02028
C -0.61844 -3.24353 0.97218
H -0.54096 -4.24487 1.42484
H -0.39777 -3.28534 -0.11126
H -1.66729 -2.92738 1.08590
C 2.14197 -2.64816 1.26199
H 2.83151 -1.78978 1.32933
H 2.09832 -3.02979 0.23852
H 2.50266 -3.42624 1.96022
Cd -1.68803 -0.37109 2.71110
C 0.33184 1.53641 -2.00707
C -0.98246 1.50459 -1.79442
C -1.93889 0.81065 -2.71102
C -1.59584 -0.67685 -3.04495
C -0.79271 -1.37055 -1.98829
C 0.55926 -1.41524 -2.03805
C 1.41166 -0.61240 -2.97702
C 1.03191 0.88369 -3.17685
C -0.22207 -0.62498 4.35336
H 0.96086 2.29948 -1.50877
H -1.47214 2.22874 -1.13248
H -2.06332 1.33363 -3.67822
H -2.91960 0.81461 -2.22180
H -2.55606 -1.21295 -3.14076
H -1.13733 -0.72413 -4.04660
H -1.35685 -2.01676 -1.31643
H 1.13235 -2.18997 -1.50606
H 1.45268 -1.07378 -3.97804
H 2.45408 -0.65131 -2.62492
H 1.97930 1.41553 -3.36251
H 0.47051 0.97883 -4.12185
H 0.33128 0.30741 4.54349
H 0.55843 -1.37443 4.17104
H -0.70855 -0.97059 5.29031
Br -3.60926 -0.81195 1.20340
```

Here are the natural (NBO) charges for atoms 1 to 6, given in e: 0.78, 0.75, -0.83, -0.72, 0.23, 0.30

***

[2]
DFT (ωB97M-V/def2-TZVPD) results for a molecular structure, C15H31BrN4O3P2STa in a non-equilibrium geometry.

As for the HOMO energy: -4.25 eV. For the strongest force on any atom, the calculation gives 10.85 eV/Å. Its energy is -4746.3790 hartree. The orbital gap comes out at 5.77 eV. As for the total charge: -1.

XYZ file:
```
58
C15H31BrN4O3P2STa (ωB97M-V/def2-TZVPD)
C -0.94856 2.71240 2.36861
P -1.36232 0.85009 2.42181
O 0.10843 0.09609 3.06869
Ta -1.63883 -0.20287 0.07819
C -2.94181 1.52556 -0.73907
C -2.11859 2.75512 -1.44366
C -1.16515 2.30925 -2.71154
C 0.32615 2.98732 -2.41257
S 1.45253 3.03470 -3.90830
C 3.18844 3.27479 -3.14626
N 4.23589 2.16048 -3.02333
N 5.27770 2.85019 -2.36601
C 4.98995 4.31680 -2.05951
O 3.61125 4.58931 -2.58089
P -0.39946 -2.31290 0.96547
O 0.38706 -3.09983 -0.40502
Br -2.03544 -3.73924 1.77208
H 0.11914 2.83684 1.90475
H -1.78645 3.34951 1.85814
H -0.86303 3.10479 3.49328
H 0.81107 0.25081 2.36478
H -0.04044 0.56298 -0.54309
H -1.79311 -1.03621 -1.56353
H -3.23879 -1.04468 0.60643
H -3.52245 1.98513 0.19453
H -3.76715 1.09348 -1.44991
H -2.88578 3.55598 -1.88548
H -1.43537 3.30346 -0.63578
H -1.11623 1.14980 -2.89743
H -1.60019 2.77464 -3.72119
H 0.85212 2.34235 -1.58555
H 0.18156 4.09649 -2.02630
H 5.73245 5.05584 -1.50665
H 0.99633 -2.37459 -0.76133
C -1.53883 -4.44881 6.98270
C -1.31578 -3.39564 5.90202
C -1.42496 -1.96520 6.43367
C -2.81511 -1.73372 7.00294
N -3.96838 -1.54165 7.47527
H -2.54693 -4.38763 7.40487
H -1.42307 -5.45350 6.56393
H -0.81555 -4.33356 7.79820
H -2.04691 -3.55108 5.09921
H -0.32168 -3.54032 5.46471
H -1.24378 -1.24914 5.62507
H -0.68029 -1.78806 7.21721
C 1.17547 -1.79722 -5.89193
C 2.45300 -1.25166 -5.26178
C 2.58447 -1.60780 -3.77969
C 1.41719 -1.01884 -3.00460
N 0.44879 -0.53029 -2.36153
H 0.28112 -1.37185 -5.42564
H 1.13822 -1.54348 -6.95608
H 1.12721 -2.88834 -5.79937
H 2.47211 -0.16195 -5.38577
H 3.31617 -1.65272 -5.80446
H 3.52129 -1.20661 -3.37868
H 2.59529 -2.69478 -3.64467
```

Here are the natural (NBO) charges for atoms 1 to 6, given in e: -0.95, 0.40, -0.97, 1.66, -0.98, -0.41

***

[3]
DFT (ωB97M-V/def2-TZVPD) results for a molecular structure, C15H31BrP2Sn in a non-equilibrium geometry.

For the energy above the lowest of the compared OMol25 structures with the same formula, charge and spin, the calculation gives 0.303 eV. As for the HOMO energy: -7.48 eV. For the strongest force on any atom, the calculation gives 3.03 eV/Å. Its energy is -4061.0294 hartree. The orbital gap comes out at 7.17 eV. As for the total charge: 0.

XYZ file:
```
50
C15H31BrP2Sn (ωB97M-V/def2-TZVPD)
P -1.17175 -2.13387 -4.78984
P -0.88974 0.90664 -5.09975
C -1.79554 -1.42092 -6.39328
C -1.03177 -0.11927 -6.68257
H -2.87893 -1.22400 -6.24792
H -1.70687 -2.15204 -7.21487
H -0.00481 -0.31800 -6.98905
H -1.48367 0.49466 -7.46147
C -2.27028 2.12967 -5.07152
H -1.97086 2.90704 -4.34439
H -3.21930 1.70845 -4.69481
H -2.40467 2.60429 -6.05847
C 0.27426 2.12986 -5.92026
H -0.23541 2.72550 -6.68929
H 1.12594 1.64403 -6.41308
H 0.68999 2.82770 -5.18071
C -1.91419 -3.75648 -4.56842
H -2.24873 -3.84094 -3.51991
H -1.15851 -4.54999 -4.75812
H -2.77815 -3.91059 -5.24082
C 0.54014 -2.72017 -5.38533
H 1.26407 -1.90158 -5.51006
H 0.49276 -3.28092 -6.33360
H 0.95547 -3.40663 -4.61720
Sn -2.87767 -0.73282 -3.42185
C 2.11193 2.98482 -2.96764
C 0.90889 2.46379 -2.64399
C 0.58361 1.08350 -2.06779
C 1.54283 -0.08779 -2.28579
C 2.13156 -0.51659 -3.58376
C 2.52442 0.22880 -4.64647
C 3.40162 1.44034 -4.58190
C 3.35317 2.25614 -3.27434
C -2.73421 -1.91237 -1.52882
H 2.20171 4.03946 -3.09229
H 0.00780 3.06640 -2.85939
H -0.44455 0.83809 -2.39287
H 0.49850 1.11608 -0.95088
H 2.35468 0.04075 -1.55267
H 0.98878 -1.00088 -1.98044
H 2.18186 -1.60362 -3.67886
H 2.26052 -0.11648 -5.66352
H 3.19263 2.07925 -5.44287
H 4.45532 1.15546 -4.72738
H 3.65660 1.59448 -2.45920
H 4.14207 3.01475 -3.36732
H -2.74740 -1.32109 -0.62552
H -1.92132 -2.62424 -1.47671
H -3.67047 -2.49823 -1.53980
Br -3.93799 1.34583 -2.04129
```

Here are the natural (NBO) charges for atoms 1 to 6, given in e: 0.79, 0.80, -0.72, -0.70, 0.24, 0.23